Here is a molecular structure, C37H42IrN5Si from OMol25. Energies are from ωB97M-V/def2-TZVPD.

XYZ file:
```
86
Properties=species:S:1:pos:R:3:forces:R:3:lowdin_charge:R:1
Ir 0.65377 0.72948 -0.50158 0.09 -0.37 -0.13 1.31
C 2.02966 3.36376 -0.58351 -0.01 -0.01 0.03 -0.06
N 0.64269 2.79076 -0.52988 0.00 0.20 -0.02 -0.26
C -0.05196 3.26201 0.69097 0.00 -0.03 0.03 -0.11
C 0.37508 2.43073 1.85363 -0.02 -0.06 -0.03 -0.24
C 0.43441 2.97717 3.11854 -0.01 0.02 -0.01 0.01
C 0.72898 2.16431 4.19927 -0.01 0.02 0.04 -0.01
C 0.95364 0.82572 3.95621 0.01 -0.04 0.01 -0.01
C 0.89673 0.35345 2.65888 0.01 0.06 -0.08 -0.09
N 0.62237 1.12294 1.59535 -0.02 0.12 0.11 0.01
C -0.13031 3.19336 -1.73095 -0.09 -0.02 -0.01 -0.11
C 0.30805 2.36349 -2.89154 0.02 -0.03 -0.06 -0.24
C 0.27976 2.88160 -4.17205 0.01 0.00 0.03 0.02
C 0.69613 2.09868 -5.23386 0.00 0.03 -0.05 -0.01
C 1.18299 0.83683 -4.95460 0.02 -0.03 0.00 -0.01
C 1.19915 0.39273 -3.64675 0.04 0.10 0.03 -0.08
N 0.72844 1.10654 -2.61188 -0.05 0.10 -0.03 0.00
C 3.14388 2.35862 -0.46948 0.06 -0.10 -0.01 -0.24
C 4.45162 2.81243 -0.37927 -0.05 0.02 -0.01 0.01
C 5.48174 1.89322 -0.33588 0.07 0.02 -0.01 -0.01
C 5.17495 0.54231 -0.39354 -0.03 -0.04 -0.02 -0.01
C 3.84994 0.16941 -0.47291 -0.02 0.14 -0.03 -0.09
N 2.84090 1.05468 -0.49772 -0.05 0.08 0.07 -0.01
H 2.13774 4.09942 0.21418 -0.01 0.02 -0.01 0.14
H 2.14162 3.90665 -1.52365 0.03 -0.04 -0.02 0.15
H -1.12142 3.13002 0.54278 -0.02 0.01 -0.01 0.12
H 0.13533 4.32423 0.85636 0.00 -0.01 0.02 0.15
H 0.23759 4.03297 3.24838 0.00 0.00 0.00 0.13
H 0.77507 2.56799 5.20158 0.00 0.00 0.00 0.13
H 1.17312 0.13331 4.75550 0.00 -0.01 0.00 0.13
H 1.07912 -0.68236 2.47643 -0.02 -0.15 -0.04 0.08
H -0.00303 4.25857 -1.93426 0.00 0.00 -0.01 0.15
H -1.18360 3.00346 -1.53300 0.00 0.01 0.03 0.12
H -0.06348 3.89588 -4.32550 -0.01 -0.01 0.00 0.13
H 0.66997 2.47725 -6.24654 -0.01 0.00 0.00 0.13
H 1.56184 0.19117 -5.73378 0.01 0.00 0.01 0.13
H 1.62803 -0.56122 -3.42356 0.02 -0.09 0.01 0.09
H 4.65379 3.87525 -0.35060 0.00 0.00 0.00 0.13
H 6.50936 2.22416 -0.26917 0.00 0.00 0.01 0.13
H 5.94743 -0.21310 -0.37903 -0.01 0.00 0.00 0.12
H 3.57619 -0.87113 -0.53093 -0.03 -0.09 0.04 0.08
C -1.43760 0.63757 -0.58786 0.12 -0.01 -0.04 -0.33
Si -2.05346 -0.87794 0.29568 0.00 0.02 0.11 0.62
C -0.77779 -2.12111 -0.32375 -0.05 0.10 0.05 -0.19
N 0.61813 -1.54625 -0.47479 0.01 -0.17 0.02 -0.24
C 1.14170 -2.11419 -1.75213 -0.11 0.03 -0.02 -0.22
C 1.18479 -3.64781 -1.83673 0.01 0.00 -0.03 -0.15
C 1.55065 -4.31028 -0.50674 -0.01 0.03 0.04 -0.17
C 2.32630 -3.30462 0.32622 0.01 -0.02 0.00 -0.16
C 1.48377 -2.07149 0.64907 0.00 0.06 -0.04 -0.20
C -3.74451 -1.44892 -0.22490 0.01 0.01 -0.06 -0.24
C -4.00665 -1.72491 -1.57195 -0.01 0.01 -0.02 -0.11
C -5.26444 -2.12733 -1.99038 -0.01 0.00 0.01 -0.07
C -6.29000 -2.25838 -1.06220 0.01 0.00 0.00 -0.07
C -6.05191 -1.98864 0.27691 -0.01 -0.01 -0.01 -0.07
C -4.78880 -1.58814 0.69147 0.01 -0.04 0.03 -0.08
C -2.02169 -0.68312 2.15794 -0.03 -0.05 -0.01 -0.28
C -1.70085 -1.75471 2.99589 0.01 0.00 -0.02 -0.10
C -1.79353 -1.64504 4.37748 0.02 0.00 0.00 -0.07
C -2.22196 -0.45500 4.94842 0.01 0.02 0.01 -0.07
C -2.55947 0.61981 4.13499 0.01 0.00 0.00 -0.07
C -2.46015 0.50215 2.75582 0.01 0.01 0.00 -0.11
H -1.95228 1.51784 -0.19139 0.00 0.01 0.01 0.00
H -1.73810 0.56963 -1.64190 -0.07 -0.01 0.01 0.03
H -1.13427 -2.40228 -1.31773 -0.03 0.05 0.00 0.09
H -0.73784 -3.05272 0.23988 0.02 0.01 -0.01 0.09
H 2.13408 -1.69551 -1.91750 0.08 -0.01 0.04 0.10
H 0.48066 -1.75051 -2.53341 0.02 0.04 -0.03 0.10
H 1.94332 -3.88822 -2.58489 -0.03 -0.01 -0.02 0.13
H 0.24297 -4.03426 -2.22418 -0.01 0.00 0.03 0.12
H 2.13388 -5.21366 -0.67522 0.04 0.02 0.00 0.12
H 0.65546 -4.62522 0.03270 0.01 0.00 0.00 0.11
H 3.23544 -3.01530 -0.21165 0.00 -0.02 -0.01 0.11
H 2.65770 -3.73196 1.27353 0.00 0.00 0.00 0.13
H 2.14406 -1.27117 0.96756 0.04 0.05 0.05 0.07
H 0.81094 -2.31047 1.47060 -0.01 0.03 0.06 0.10
H -3.22136 -1.62137 -2.31641 0.00 0.01 0.01 0.09
H -5.44883 -2.33952 -3.03534 0.00 0.00 0.00 0.11
H -7.27372 -2.57282 -1.38469 0.00 0.00 0.00 0.11
H -6.84982 -2.09304 1.00024 0.00 0.00 0.00 0.11
H -4.61819 -1.39014 1.74380 0.00 0.01 -0.02 0.10
H -1.39816 -2.70694 2.57000 0.00 0.01 0.00 0.10
H -1.55374 -2.49278 5.00662 0.00 0.00 0.00 0.11
H -2.31378 -0.37203 6.02385 0.00 0.00 -0.01 0.11
H -2.91986 1.54031 4.57759 0.00 0.00 -0.01 0.11
H -2.75840 1.34372 2.13680 0.00 0.00 0.00 0.10
```
Forces are in eV/Å.

The electronic energy comes out at -57207.4411 eV. The HOMO energy comes out at -13.1611 eV. For the frontier orbital gap, the calculation gives 7.9 eV. Its total charge is +2.